w) Density functional theory data (ωB97M-V/def2-TZVPD) for C29H39N6O5STi as an isolated structure.

highest occupied orbital energy (spin up / spin down)	-1.77 / -3.63	eV
Kohn-Sham gap (spin up / spin down)	4.284 / 6.104	eV
spin multiplicity	3
charge	-1

Structure (XYZ):
```
81
C29H39N6O5STi | the OMol25 dataset | ωB97M-V/def2-TZVPD
Ti 0.34900 0.63030 0.10760
O -1.81790 -2.60970 1.79020
C -1.61860 -1.26320 1.55980
O -0.73250 -0.87740 0.76550
C -2.54660 -0.37710 2.35380
O -2.56300 0.94350 1.87530
C -3.28620 1.08430 0.66150
C -2.48240 0.53290 -0.54760
O -2.97630 -0.38590 -1.20650
O -1.37850 1.10520 -0.77060
H -1.22070 -3.09470 1.20300
H -2.22920 -0.31280 3.40440
H -3.55650 -0.82480 2.32890
H -3.44150 2.15940 0.53310
H -4.25540 0.56660 0.72800
N 2.87810 -2.59490 1.86520
C 3.25230 -3.14700 0.67060
C 3.98820 -4.27670 0.37520
C 4.17790 -4.58580 -0.97620
C 3.62740 -3.79160 -1.96580
C 2.89060 -2.64840 -1.67300
C 2.69370 -2.29960 -0.32920
N 2.03720 -1.25330 0.24720
C 2.13840 -1.44920 1.58010
C 1.53800 -0.63320 2.54580
C 1.49230 -0.82480 3.92850
S 0.53380 0.41850 4.67740
C 0.27330 1.11000 3.09580
N 0.84150 0.46810 2.11570
H 3.11020 -2.90800 2.79010
H 4.40740 -4.89970 1.15520
H 4.75150 -5.46160 -1.24500
H 3.77810 -4.06630 -3.00340
H 2.44800 -2.07960 -2.47810
H 1.95780 -1.58340 4.52110
H -0.31250 2.00240 2.98250
N 1.76850 0.69250 -1.66740
C 1.37930 1.21910 -2.96840
C 0.82550 0.12710 -3.87800
C -0.48910 -0.45230 -3.35500
N -0.30060 -1.11000 -2.07380
H 2.36340 1.36720 -1.18860
H 2.28610 -0.17950 -1.76620
H 2.24090 1.69150 -3.47300
H 0.61430 1.98420 -2.79940
H 1.56020 -0.67840 -3.96750
H 0.66190 0.54460 -4.87390
H -0.90960 -1.12690 -4.12930
H -1.20100 0.36560 -3.20150
H 0.11360 -2.03200 -2.18630
H -1.21890 -1.21360 -1.64310
C -2.51610 4.92940 0.52660
C -1.23490 4.18350 0.15650
C -0.72640 4.68270 -1.20380
C -0.10790 4.30930 1.15710
C -0.07750 5.29860 2.10990
C 1.03470 5.49140 2.91990
C 2.17960 4.76300 2.64430
C 2.21100 3.77440 1.68110
C 3.56460 3.22220 1.28340
C 3.83900 3.57030 -0.18370
C 3.72020 1.72100 1.51600
C 0.99640 3.38840 1.00700
N 0.89550 2.30960 0.25570
H -3.29080 4.72060 -0.21360
H -2.35120 6.00750 0.53570
H -2.88070 4.61990 1.50490
H -1.45020 3.11330 0.05160
H -0.48330 5.74470 -1.15420
H -1.47390 4.53400 -1.98220
H 0.16870 4.12530 -1.46910
H -0.92950 5.95320 2.23840
H 1.02400 6.24230 3.69830
H 3.08720 4.98720 3.19640
H 4.32050 3.73730 1.89200
H 2.99820 3.24050 -0.78990
H 4.75370 3.09580 -0.54060
H 3.93970 4.64760 -0.29830
H 2.95590 1.18300 0.95090
H 3.59900 1.49330 2.57310
H 4.71090 1.38330 1.20610
```

These are the Löwdin partial charges, in e, on atoms 1 to 2: atom 1 (Ti): 0.973, atom 2 (O): 0.089



x) Density functional theory data (ωB97M-V/def2-TZVPD) for C29H39N6O5STi as an isolated structure.

highest occupied orbital energy (spin up / spin down)	-2.37 / -4.30	eV
Kohn-Sham gap (spin up / spin down)	4.934 / 6.314	eV
spin multiplicity	3
charge	-1

Structure (XYZ):
```
81
C29H39N6O5STi | the OMol25 dataset | ωB97M-V/def2-TZVPD
Ti -0.45033 0.64651 -0.36861
O 0.72239 -3.37100 0.95554
C 0.61090 -1.95461 1.16062
O 0.75996 -1.28244 0.00962
C 1.74443 -1.68777 2.17205
O 2.10605 -0.33216 2.34726
C 1.35384 0.40396 3.28360
C 0.08489 1.08623 2.74617
O -0.73900 1.47494 3.56006
O 0.03384 1.22460 1.47408
H 0.27367 -3.52535 0.11540
H 1.50242 -2.14982 3.14006
H 2.62332 -2.18524 1.76176
H 1.06615 -0.21698 4.13920
H 2.00275 1.19826 3.66200
N -3.85592 -1.53409 -1.91379
C -3.83211 -0.62302 -2.96526
C -4.64435 -0.47782 -4.06996
C -4.34689 0.55883 -4.95964
C -3.26814 1.40477 -4.73237
C -2.44720 1.25870 -3.61485
C -2.73591 0.23450 -2.71967
N -2.11252 -0.13295 -1.55044
C -2.84012 -1.16126 -1.03911
C -2.47874 -1.63626 0.21318
C -2.81756 -2.86492 0.90531
S -1.84954 -3.04793 2.29332
C -0.82719 -1.60560 1.81225
N -1.56090 -0.87790 0.82886
H -4.67543 -2.03683 -1.62598
H -5.48701 -1.13715 -4.24052
H -4.97077 0.70749 -5.83197
H -3.06864 2.20843 -5.43083
H -1.63320 1.94016 -3.40799
H -3.51456 -3.61587 0.57213
H -0.70506 -1.02408 2.72333
N 1.88053 1.14211 -0.45723
C 2.87959 1.34060 -1.50216
C 2.86497 0.19002 -2.49437
C 1.58678 0.10759 -3.31119
N 0.42328 -0.24216 -2.49431
H 1.98357 1.80992 0.29644
H 1.99917 0.21955 -0.02922
H 3.88350 1.42634 -1.06849
H 2.67673 2.27638 -2.02820
H 3.02574 -0.75364 -1.96158
H 3.70421 0.31115 -3.18531
H 1.72851 -0.61518 -4.12430
H 1.39553 1.07682 -3.77871
H 0.56970 -1.13354 -2.02008
H -0.39738 -0.33350 -3.07969
C 1.19079 4.57898 -0.73051
C 0.16435 4.73480 -1.85527
C 0.45781 3.80473 -3.03014
C -1.24062 4.60081 -1.30410
C -2.03448 5.73974 -1.27138
C -3.30316 5.72954 -0.71462
C -3.77588 4.55200 -0.16222
C -3.02378 3.38341 -0.16818
C -3.61117 2.14377 0.47438
C -4.88241 1.68941 -0.24530
C -3.86173 2.34185 1.96882
C -1.73474 3.38489 -0.76281
N -1.00395 2.22265 -0.81460
H 2.21354 4.61698 -1.11917
H 1.03768 3.62773 -0.22289
H 1.07448 5.37599 0.00636
H 0.24353 5.76030 -2.23302
H 0.41017 2.76568 -2.70976
H 1.45450 4.00523 -3.43691
H -0.27004 3.95149 -3.83243
H -1.63662 6.65915 -1.69044
H -3.90763 6.62865 -0.70220
H -4.76045 4.53401 0.29345
H -2.87830 1.34532 0.38076
H -5.69062 2.41594 -0.11632
H -5.22647 0.73365 0.16114
H -4.71229 1.56971 -1.31673
H -4.29253 1.43369 2.39994
H -4.56057 3.16382 2.15188
H -2.92944 2.54535 2.49636
```

These are the Löwdin partial charges, in e, on atoms 1 to 2: atom 1 (Ti): 1.025, atom 2 (O): -0.045



How do the structures above rank in stability at the extremes? x) comes first and w) comes last.